Here is one molecule with the formula C21H30N4O3 in a non-equilibrium geometry from the OMol25 dataset. Energies are from wB97M-V/def2-TZVPD.

Positions of all 58 atoms, in Å:
C: -7.0614 -3.5841 -0.2771
C: -6.2167 -3.0942 -1.4477
C: -5.8750 -1.6055 -1.3694
C: -4.8722 -1.2878 -0.2600
N: -4.6625 0.1413 -0.1263
C: -3.9292 0.7509 -1.2306
C: -4.8321 1.6625 -2.0690
C: -5.3914 2.8459 -1.2799
C: -4.3358 3.8908 -0.9362
C: -4.1770 0.5346 1.1866
C: -2.7846 0.0605 1.4730
C: -2.3030 -1.1459 1.9160
C: -0.8998 -1.0479 1.8860
C: -0.6128 0.2150 1.4209
C: 0.6471 0.9091 1.1604
O: 0.7410 2.0441 0.7219
N: 1.7627 0.2095 1.5277
N: 3.0037 0.7644 1.1860
C: 3.9151 -0.1007 0.5996
O: 3.7339 -1.3006 0.6234
N: 5.0079 0.5541 0.1119
C: 6.1769 0.0120 -0.4348
C: 6.3646 -1.3547 -0.6108
C: 7.5445 -1.8182 -1.1641
C: 8.5421 -0.9380 -1.5467
C: 8.3549 0.4231 -1.3723
C: 7.1809 0.8978 -0.8205
O: -1.7642 0.8758 1.1706
H: -6.5163 -3.5125 0.6604
H: -7.3413 -4.6248 -0.4249
H: -7.9707 -2.9932 -0.1924
H: -6.7674 -3.2736 -2.3739
H: -5.2918 -3.6739 -1.4974
H: -5.4590 -1.2931 -2.3283
H: -6.7834 -1.0277 -1.1925
H: -3.9303 -1.8307 -0.4564
H: -5.2725 -1.6468 0.6901
H: -3.0888 1.3369 -0.8507
H: -3.5079 -0.0271 -1.8788
H: -5.6663 1.0743 -2.4528
H: -4.2565 2.0311 -2.9212
H: -6.1731 3.3231 -1.8760
H: -5.8556 2.4670 -0.3682
H: -4.7870 4.7208 -0.3967
H: -3.8796 4.2814 -1.8436
H: -3.5478 3.4729 -0.3151
H: -4.1933 1.6249 1.2427
H: -4.8617 0.1335 1.9385
H: -2.8819 -1.9899 2.2305
H: -0.2025 -1.8087 2.1720
H: 1.8056 -0.8018 1.5787
H: 2.8559 1.7097 0.8365
H: 5.0091 1.5608 0.1983
H: 5.5904 -2.0413 -0.3134
H: 7.6827 -2.8808 -1.2967
H: 9.4598 -1.3083 -1.9778
H: 9.1259 1.1197 -1.6666
H: 7.0376 1.9612 -0.6849

Values from the calculation:
**Charge**: 0
**LUMO**: 0.6848 eV
**E_HOMO**: -8.3 eV
**Spin multiplicity**: 1

Here is a 2-piece molecular cluster, C2H8N2O2 overall in a non-equilibrium geometry from the OMol25 dataset. Energies are from wB97M-V/def2-TZVPD.

Positions of all 14 atoms, in Å:
O: 1.3921 -2.1769 -0.0365
N: 1.5764 -3.1996 -0.6600
O: 0.6063 -3.3465 -1.6000
H: 0.8530 -4.1784 -2.0501
C: -0.6179 0.2180 0.4620
C: -0.5008 1.6647 0.9688
N: -0.1001 2.6513 -0.0248
H: -1.0177 -0.4601 1.2381
H: -1.2531 0.1630 -0.4273
H: 0.3663 -0.1307 0.1773
H: -1.4636 1.9921 1.3835
H: 0.2153 1.7095 1.7961
H: 0.7464 2.3406 -0.4662
H: -0.8026 2.7532 -0.7606

Values from the calculation:
**Charge**: 0
**LUMO**: -0.0436 eV
**E_HOMO**: -9.0 eV
**Spin multiplicity**: 1

Here is one molecule with the formula C12H14N4O4S in a non-equilibrium geometry from the OMol25 dataset. Energies are from wB97M-V/def2-TZVPD.

Positions of all 35 atoms, in Å:
C: -4.3062 -0.8977 0.4301
O: -2.9519 -1.1581 0.1184
C: -2.1422 -0.0260 0.0375
C: -2.0321 0.6747 -1.1554
C: -1.0766 1.6601 -1.2796
C: -0.2327 1.9612 -0.2120
O: 0.7764 2.8541 -0.4777
C: 1.9287 2.8061 0.3501
C: 2.4114 1.4104 0.5488
N: 2.6862 0.8471 1.7019
N: 2.9915 -0.4288 1.4873
C: 2.8945 -0.6508 0.2014
S: 3.0776 -2.1842 -0.6142
C: 1.6610 -3.0158 0.1732
C: 0.3699 -2.3174 -0.2035
O: 0.3093 -1.3985 -0.9802
O: -0.6652 -2.8330 0.4322
N: 2.5267 0.4916 -0.4464
N: 2.3583 0.6491 -1.8060
C: -0.4160 1.3300 1.0124
C: -1.3674 0.3337 1.1292
H: -4.8076 -1.8636 0.4389
H: -4.3986 -0.4257 1.4136
H: -4.7672 -0.2506 -0.3221
H: -2.6520 0.4038 -1.9959
H: -0.9428 2.1859 -2.2125
H: 1.7439 3.2517 1.3339
H: 2.6741 3.4095 -0.1780
H: 1.6501 -4.0462 -0.1799
H: 1.7950 -3.0021 1.2549
H: -1.5040 -2.3593 0.2369
H: 1.9613 -0.2133 -2.1801
H: 1.7278 1.4266 -1.9848
H: 0.1961 1.5740 1.8654
H: -1.4773 -0.1986 2.0623

Values from the calculation:
**Charge**: 0
**LUMO**: 0.6378 eV
**E_HOMO**: -8.8 eV
**Spin multiplicity**: 1

| no. | gap between HOMO and LUMO (eV) |
| --- | --- |
| 1 | 9.007 |
| 2 | 9.005 |
| 3 | 9.461 |